A molecular structure, C48H56AsMoN5OSTe at a distorted geometry, computed with ωB97M-V/def2-TZVPD.

Results
energy	-5181.69238	Ha
total charge	+1
strongest force on any atom	1.956	eV Å⁻¹
multiplicity	4
LUMO (spin up / spin down)	-0.1000 / -0.1589	Ha

XYZ file:
```
114
C48H56AsMoN5OSTe ωB97M-V/def2-TZVPD
Mo -0.471 1.124 -0.851
C 1.209 0.188 -4.831
C 0.398 0.204 -3.726
N 0.511 1.123 -2.741
C 1.568 2.011 -2.831
C 2.449 2.031 -3.932
C 2.242 1.126 -4.957
C 3.529 2.991 -3.915
C 3.668 3.869 -2.907
C 2.749 3.877 -1.793
C 2.773 4.806 -0.770
C 1.776 4.763 0.212
C 0.848 3.756 0.198
N 0.851 2.763 -0.724
C 1.744 2.887 -1.766
H 1.050 -0.569 -5.587
H -0.339 -0.575 -3.581
H 2.889 1.134 -5.827
H 4.229 2.988 -4.744
H 4.470 4.600 -2.917
H 3.536 5.579 -0.753
H 1.724 5.514 0.989
H 0.059 3.738 0.934
C -3.848 3.521 -1.272
C -2.934 2.952 -0.213
O -3.293 2.978 0.956
N -1.754 2.443 -0.691
Te -0.521 1.265 2.140
C -0.776 -0.582 3.186
C 0.268 -1.489 3.435
C 1.684 -1.311 2.949
C -0.007 -2.621 4.197
C -1.268 -2.881 4.713
C -1.538 -4.111 5.539
C -2.283 -1.975 4.440
C -2.073 -0.830 3.680
C -3.288 0.048 3.432
C 1.238 1.926 3.178
C 2.518 2.067 2.637
C 2.941 1.575 1.278
C 3.516 2.650 3.420
C 3.286 3.080 4.714
C 4.377 3.703 5.546
C 2.007 2.911 5.236
C 0.971 2.356 4.500
C -0.377 2.228 5.178
H -4.043 4.568 -1.041
H -4.798 2.984 -1.228
H -3.420 3.438 -2.270
H 1.717 -0.696 2.060
H 2.131 -2.279 2.712
H 2.298 -0.827 3.715
H 0.803 -3.321 4.394
H -0.629 -4.696 5.688
H -2.280 -4.751 5.055
H -1.934 -3.840 6.521
H -3.284 -2.160 4.831
H -4.039 -0.507 2.864
H -3.077 0.966 2.895
H -3.750 0.327 4.382
H 2.104 1.232 0.687
H 3.639 0.739 1.390
H 3.459 2.364 0.723
H 4.510 2.759 2.990
H 5.294 3.828 4.969
H 4.604 3.080 6.413
H 4.070 4.682 5.919
H 1.805 3.233 6.255
H -0.357 2.721 6.151
H -0.639 1.177 5.338
H -1.176 2.678 4.589
C -2.193 -1.827 -6.138
As -1.592 -3.359 -5.124
C -0.060 -3.985 -6.106
C -2.944 -4.684 -5.461
S -1.229 -3.035 -3.103
H -1.992 -2.007 -7.194
H -1.671 -0.929 -5.817
H -3.262 -1.703 -5.994
H -0.343 -4.177 -7.142
H 0.299 -4.899 -5.643
H 0.725 -3.235 -6.066
H -3.186 -4.712 -6.524
H -3.826 -4.436 -4.879
H -2.567 -5.650 -5.138
C -5.064 -0.738 -1.840
C -4.181 -0.539 -2.885
C -2.880 -0.165 -2.604
N -2.429 0.009 -1.357
C -3.303 -0.163 -0.349
C -4.615 -0.533 -0.544
H -6.087 -1.044 -2.028
H -4.486 -0.671 -3.915
H -2.188 0.027 -3.405
H -2.942 0.021 0.652
H -5.272 -0.637 0.311
C -1.306 -2.524 0.779
C 0.124 -2.734 0.383
C 0.741 -3.941 0.635
C 2.066 -4.167 0.262
C 2.790 -3.181 -0.406
C 2.226 -1.958 -0.697
C 2.998 -0.964 -1.521
C 0.872 -1.693 -0.269
N 0.351 -0.490 -0.516
H -1.596 -3.234 1.556
H -1.963 -2.668 -0.086
H -1.458 -1.522 1.162
H 0.180 -4.720 1.139
H 2.532 -5.123 0.478
H 3.812 -3.378 -0.718
H 4.046 -0.936 -1.214
H 2.586 0.034 -1.455
H 2.970 -1.262 -2.576
```

Löwdin atomic charge list, values in e, 6 entries: atom 1 (Mo): 1.47, atom 2 (C): -0.06, atom 3 (C): -0.16, atom 4 (N): -0.05, atom 5 (C): -0.18, atom 6 (C): -0.15

***

A molecular structure, C48H56BrN7O3SSbTi at a distorted geometry, computed with ωB97M-V/def2-TZVPD.

Results
energy	-6533.74494	Ha
strongest force on any atom	3.699	eV Å⁻¹
multiplicity	2
LUMO (spin up / spin down)	-0.0066 / -0.0090	Ha

XYZ file:
```
118
C48H56BrN7O3SSbTi ωB97M-V/def2-TZVPD
Ti -0.364 -0.580 -0.762
C -3.983 -1.320 2.485
C -2.816 -0.829 1.879
N -2.532 -1.000 0.610
C -3.384 -1.731 -0.148
C -4.609 -2.234 0.356
C -4.888 -1.997 1.719
C -5.447 -3.003 -0.478
C -4.993 -3.355 -1.719
C -3.748 -2.929 -2.203
C -2.939 -2.068 -1.472
N -1.708 -1.577 -1.824
C -1.066 -1.958 -2.993
C -1.614 -2.153 -4.253
C -0.812 -2.602 -5.310
C 0.520 -2.889 -5.139
C 1.127 -2.677 -3.884
C 2.471 -2.986 -3.586
C 2.942 -2.760 -2.314
C 2.124 -2.174 -1.354
N 0.856 -1.844 -1.606
C 0.337 -2.149 -2.838
H -4.139 -1.161 3.544
H -2.099 -0.277 2.473
H -5.799 -2.390 2.154
H -6.402 -3.348 -0.104
H -5.599 -3.995 -2.348
H -3.412 -3.309 -3.155
H -2.657 -1.934 -4.430
H -1.263 -2.742 -6.285
H 1.110 -3.290 -5.953
H 3.103 -3.415 -4.353
H 3.956 -3.032 -2.051
H 2.485 -1.936 -0.365
N 7.330 2.230 -3.657
C 6.173 2.015 -2.930
C 5.355 3.094 -2.571
C 4.174 2.884 -1.893
C 3.782 1.590 -1.582
C 4.588 0.515 -1.902
C 5.777 0.723 -2.579
S 2.329 1.344 -0.593
O 2.056 2.632 -0.006
O 2.619 0.265 0.319
N 0.979 0.858 -1.440
C 0.843 1.138 -2.758
N 1.800 1.814 -3.420
C 1.667 1.966 -4.723
C 0.590 1.454 -5.426
C -0.381 0.844 -4.658
N -0.300 0.698 -3.340
H 7.700 3.164 -3.642
H 8.028 1.507 -3.635
H 5.666 4.101 -2.827
H 3.541 3.710 -1.596
H 4.280 -0.480 -1.611
H 6.416 -0.116 -2.828
H 2.463 2.523 -5.210
H 0.493 1.557 -6.496
H -1.287 0.456 -5.111
C 0.758 -2.288 6.941
C 1.875 -2.436 5.896
C 2.288 -3.908 5.806
C 3.107 -1.637 6.347
C 1.353 -1.913 4.562
C 0.984 -2.752 3.524
C 0.516 -2.202 2.351
Br -0.107 -3.361 0.960
C 0.392 -0.821 2.113
O 0.052 -0.418 0.892
C 0.608 0.027 3.229
C 1.126 -0.554 4.382
C 0.273 1.530 3.343
C -0.572 1.727 4.616
C 1.583 2.325 3.450
C -0.559 2.118 2.199
H 1.091 -2.643 7.919
H -0.120 -2.863 6.641
H 0.458 -1.243 7.037
H 2.756 -4.219 6.741
H 3.013 -4.053 5.003
H 1.432 -4.562 5.630
H 3.484 -2.042 7.288
H 2.881 -0.583 6.506
H 3.900 -1.709 5.600
H 1.055 -3.827 3.604
H 1.345 0.108 5.210
H -0.017 1.497 5.526
H -1.455 1.082 4.587
H -0.907 2.764 4.678
H 2.220 1.938 4.247
H 1.367 3.377 3.654
H 2.128 2.263 2.510
H -1.490 1.568 2.062
H -0.006 2.126 1.273
H -0.808 3.153 2.447
C -4.243 2.175 1.115
C -3.507 2.978 0.044
Sb -2.149 1.792 -1.220
C -3.623 1.544 -2.815
C -4.891 0.806 -2.387
C -1.405 3.617 -2.158
C -0.510 4.479 -1.276
H -4.978 2.800 1.630
H -3.552 1.796 1.868
H -4.772 1.322 0.686
H -2.910 3.765 0.509
H -4.214 3.454 -0.639
H -3.123 1.007 -3.624
H -3.865 2.547 -3.170
H -4.665 -0.199 -2.027
H -5.587 0.713 -3.225
H -5.406 1.347 -1.591
H -2.297 4.181 -2.443
H -0.892 3.332 -3.079
H -1.046 4.816 -0.386
H -0.179 5.369 -1.819
H 0.374 3.945 -0.946
```

Löwdin atomic charge list, values in e, 6 entries: atom 1 (Ti): 0.74, atom 2 (C): -0.03, atom 3 (C): -0.14, atom 4 (N): 0.07, atom 5 (C): -0.18, atom 6 (C): -0.16